No. 1
Molecular formula: C11H30IOP2SiV
Method: DFT, ωB97M-V/def2-TZVPD

```
! wB97M-V def2-TZVPD RIJCOSX def2/J DEFGRID3
* xyz 2 3
I -1.894 -2.762 0.007
V -0.202 -0.991 -0.803
P -2.484 0.385 -0.015
P 1.631 -1.670 0.520
Si 0.605 1.352 0.056
O 0.267 0.908 -3.155
C -0.118 2.925 -0.787
C -4.049 -0.451 0.544
C 0.043 0.272 -2.174
C -2.851 1.861 1.033
C 3.243 -1.807 -0.331
C -3.021 0.970 -1.661
C 1.268 -3.404 1.025
C 2.480 1.614 -0.279
C 2.179 -1.050 2.165
C 0.877 -1.971 -2.350
C 0.348 1.696 1.928
H 3.988 -2.161 0.393
H -2.740 1.589 2.088
H -4.393 -1.220 -0.153
H 3.198 -2.502 -1.179
H 1.801 -1.513 -2.737
H 2.686 2.684 -0.111
H 1.340 -1.067 2.873
H 0.043 2.905 -1.873
H 1.086 -3.039 -2.152
H -4.851 0.287 0.682
H -2.358 1.780 -1.965
H -2.189 2.702 0.834
H -0.697 1.619 2.237
H 0.092 -1.956 -3.126
H 0.439 3.790 -0.399
H 2.727 1.392 -1.327
H 0.896 -3.984 0.173
H 2.592 -0.037 2.117
H 0.499 -3.401 1.808
H 0.676 2.728 2.124
H 3.148 1.046 0.379
H -4.057 1.323 -1.634
H 3.557 -0.827 -0.694
H -1.178 3.126 -0.621
H 2.175 -3.886 1.414
H -2.930 0.162 -2.391
H 0.934 1.045 2.580
H -3.886 -0.945 1.507
H -3.885 2.197 0.873
H 2.963 -1.714 2.560
*
```

The expectation value of S² is 2.191. The value obtained for the total energy is -2725.59326 hartree. For the HOMO energy (spin up / spin down), the calculation gives -16.11 / -16.26 eV. Its orbital gap (spin up / spin down) is 6.37 / 5.82 eV. For the largest force on an atom, the calculation gives 8.87 eV Å⁻¹.


No. 2
Molecular formula: C24H26F2O3
Method: DFT, ωB97M-V/def2-TZVPD

```
! wB97M-V def2-TZVPD RIJCOSX def2/J DEFGRID3
* xyz 0 1
F 1.522 2.833 -3.036
F -2.347 -0.999 -3.921
O -2.437 -0.275 1.009
O -1.347 -2.281 2.176
O -1.229 1.583 0.681
C 1.280 -0.670 4.181
C -2.803 -2.454 -2.117
C -1.967 -1.510 -2.713
C -2.345 -3.035 -0.933
C -0.462 -1.519 -0.843
C 4.278 2.534 -2.815
C -1.352 0.279 1.004
C 3.341 1.784 -1.945
C 2.887 0.049 -0.318
C -4.090 -2.832 -2.750
C 1.968 1.924 -2.106
C 0.813 0.679 2.154
C -1.117 -2.682 -0.408
C -2.525 2.117 0.303
C -0.774 -1.076 -2.137
C -2.376 3.609 0.249
C 0.331 -1.743 3.699
C 1.919 0.062 2.999
C 3.780 0.899 -0.957
C 1.506 0.137 -0.575
C 1.038 1.164 -1.399
C 0.598 -0.907 0.086
C -0.423 -1.520 2.371
C -0.006 -0.376 1.389
H 0.121 1.178 2.840
H 2.601 0.831 3.366
H -4.758 -1.970 -2.829
H 5.290 2.409 -2.427
H -0.439 -1.928 4.459
H 2.030 -1.120 4.844
H -3.957 -3.244 -3.754
H -2.958 -3.773 -0.427
H 1.267 -1.736 0.372
H -2.013 4.002 1.206
H -3.271 1.810 1.048
H 4.849 0.820 -0.761
H -4.571 -3.591 -2.133
H 4.274 2.157 -3.845
H 4.033 3.598 -2.840
H 2.522 -0.612 2.384
H -1.691 3.911 -0.551
H -0.682 -3.288 0.379
H 0.721 0.047 4.797
H -2.786 1.673 -0.669
H 1.170 1.440 1.449
H -0.147 -0.379 -2.691
H 0.868 -2.696 3.589
H -0.027 1.336 -1.554
H -3.355 4.052 0.046
H 3.248 -0.700 0.373
*
```

The structure (SMILES) is CCOC(=O)[C@@]1(C(c2ccc(C)c(F)c2)c2ccc(C)c(F)c2)CCCCC1=O. The value obtained for the total energy is -1355.57610 hartree. For the HOMO energy, the calculation gives -8.35 eV. Its orbital gap is 8.99 eV. For the largest force on an atom, the calculation gives 2.29 eV Å⁻¹.


No. 3
Molecular formula: C26H20BBrF3FeN9
Method: DFT, ωB97M-V/def2-TZVPD

```
! wB97M-V def2-TZVPD RIJCOSX def2/J DEFGRID3
* xyz 2 5
Br 1.801 -0.246 1.273
Fe -0.477 0.612 -1.133
F 1.814 -8.478 -1.529
F 3.631 -7.721 -0.624
F 3.386 -7.659 -2.775
N 1.894 0.789 -1.317
N -1.958 1.926 -1.197
N -0.574 2.701 1.159
N -2.642 2.416 -0.148
N -2.084 2.385 3.634
N -1.568 -0.191 0.305
N 0.253 2.305 0.168
N -1.949 0.577 1.352
N -2.688 2.711 2.454
C 1.135 -3.580 -1.420
C 2.631 0.518 -0.242
C -3.764 3.525 2.682
C 0.194 -1.141 -1.325
C -2.414 -0.222 2.314
C 2.549 -3.784 -1.492
C 1.284 3.157 0.177
C -3.687 3.117 -0.612
C 2.750 -7.540 -1.609
C -2.363 -1.540 1.880
C 3.857 1.572 -2.429
C -0.060 3.766 1.797
C 3.990 0.770 -0.178
C 2.155 -6.145 -1.509
C -1.827 -1.475 0.612
C 0.255 -4.703 -1.359
C -2.811 2.963 4.574
C -3.695 3.073 -1.995
C 0.635 -2.296 -1.382
C 4.609 1.315 -1.292
C 3.043 -5.054 -1.547
C 0.768 -5.970 -1.403
C 1.136 4.093 1.198
C -3.882 3.700 4.027
C 2.507 1.296 -2.399
C -2.588 2.308 -2.321
B -2.002 2.138 1.250
H 1.801 4.904 1.441
H -0.571 4.220 2.631
H -2.537 2.851 5.613
H 1.880 1.498 -3.259
H 0.116 -6.831 -1.358
H -4.374 3.941 1.903
H -2.221 2.025 -3.296
H -1.636 -2.260 -0.096
H 4.109 -5.230 -1.624
H 3.211 -2.928 -1.515
H -0.811 -4.546 -1.269
H 4.312 1.985 -3.320
H 5.668 1.538 -1.265
H -4.606 4.304 4.549
H -2.755 0.186 3.252
H -4.384 3.604 0.043
H -4.402 3.538 -2.659
H 4.542 0.542 0.723
H 2.087 3.083 -0.538
H -2.676 -2.415 2.424
*
```

The expectation value of S² is 6.111. The value obtained for the total energy is -5657.17503 hartree. For the HOMO energy (spin up / spin down), the calculation gives -13.88 / -13.88 eV. Its orbital gap (spin up / spin down) is 5.34 / 4.12 eV. For the largest force on an atom, the calculation gives 3.10 eV Å⁻¹.


No. 4
Molecular formula: C17H18BBaN8O4S3
Method: DFT, ωB97M-V/def2-TZVPD

```
! wB97M-V def2-TZVPD RIJCOSX def2/J DEFGRID3
* xyz -1 1
Ba -0.742 0.560 -0.002
S 2.647 3.766 -2.710
S 0.912 -1.936 -4.909
S -2.708 2.235 -0.377
O -3.830 3.096 -0.653
O -2.849 1.460 0.890
O -1.411 2.982 -0.262
O -2.485 1.209 -1.454
N 0.648 -0.751 -2.679
N 1.864 -1.427 2.159
N -0.571 -2.161 2.343
N -1.009 -1.860 1.098
N 1.882 -0.918 0.902
N 0.108 1.045 2.361
N 0.186 0.097 3.332
N 1.472 1.763 -1.686
C -0.143 0.631 4.528
C -1.273 -3.193 2.851
C 1.757 1.438 -2.998
C -0.284 2.167 2.961
C 0.357 -1.868 -3.273
C -0.367 -3.012 -2.621
C 1.669 3.649 -0.067
C -2.209 -3.591 1.915
C 2.391 2.405 -3.705
C -1.995 -2.717 0.835
C 1.864 2.969 -1.394
C 1.344 0.114 -3.513
C 3.069 -1.943 2.486
C 1.571 -0.365 -4.757
C 3.114 -1.122 0.448
C 3.916 -1.771 1.410
C -0.456 1.964 4.342
B 0.591 -1.379 3.043
H 0.815 -1.928 4.100
H -2.937 -4.381 2.004
H 0.226 -3.927 -2.661
H 3.375 -0.794 -0.553
H -0.770 2.677 5.089
H 4.952 -2.067 1.334
H -0.468 3.056 2.366
H -0.136 0.022 5.422
H 2.184 4.608 -0.034
H -1.059 -3.570 3.841
H 0.604 3.812 0.096
H -2.520 -2.662 -0.111
H 2.083 0.112 -5.583
H 2.701 2.393 -4.741
H 3.233 -2.393 3.455
H -1.325 -3.205 -3.110
H 2.049 3.010 0.733
H -0.543 -2.766 -1.576
*
```

The value obtained for the total energy is -2642.82331 hartree. For the HOMO energy, the calculation gives -5.42 eV. Its orbital gap is 7.47 eV. For the largest force on an atom, the calculation gives 5.31 eV Å⁻¹.


No. 5
Molecular formula: C17H33NO3P2Sn
Method: DFT, ωB97M-V/def2-TZVPD

```
! wB97M-V def2-TZVPD RIJCOSX def2/J DEFGRID3
* xyz 0 1
Sn 0.034 -0.409 0.119
P -2.556 0.050 0.269
P 2.588 -0.368 -0.069
O 0.503 2.423 1.243
O -0.742 -2.333 0.418
O -0.035 0.982 2.884
N -0.143 0.117 -1.876
C 0.150 2.055 3.832
C 3.179 1.066 -1.021
C -0.099 0.875 -4.110
C 0.035 -2.789 1.498
C -3.236 1.515 -0.567
C 3.517 -0.376 1.494
C 0.196 1.300 1.600
C 0.017 3.239 -4.613
C -3.369 -1.359 -0.559
C -3.251 0.045 1.951
C -0.094 1.142 -2.688
C -0.036 2.539 -2.291
C -0.033 1.899 -5.034
C 3.084 -1.856 -0.991
C 0.421 -4.241 1.267
C 0.011 3.544 -3.243
C -0.587 -2.542 2.859
H -4.456 -1.281 -0.418
H 4.179 -1.956 -0.980
H -2.746 2.422 -0.189
H 0.963 -2.060 1.414
H 3.381 0.578 2.023
H -4.348 0.024 1.860
H 3.156 -1.186 2.143
H 4.588 -0.526 1.287
H -0.021 2.758 -1.218
H 4.276 1.132 -0.965
H -2.942 0.951 2.490
H -0.544 2.874 3.622
H 2.633 -2.753 -0.543
H -0.148 -0.177 -4.397
H 2.740 1.988 -0.616
H -0.062 1.612 4.802
H -2.908 -0.841 2.505
H -3.008 -2.308 -0.146
H -0.020 1.652 -6.094
H 1.288 -4.344 0.607
H -1.633 -2.865 2.865
H 1.183 2.413 3.792
H -3.057 1.435 -1.648
H -4.318 1.565 -0.368
H 0.062 4.043 -5.354
H 0.670 -4.728 2.214
H -0.425 -4.772 0.818
H 0.048 4.583 -2.912
H -0.527 -1.493 3.166
H 2.871 0.974 -2.071
H 2.733 -1.778 -2.029
H -3.123 -1.327 -1.629
H -0.038 -3.129 3.598
*
```

The value obtained for the total energy is -1844.93706 hartree. For the HOMO energy, the calculation gives -5.33 eV. Its orbital gap is 5.42 eV. For the largest force on an atom, the calculation gives 4.37 eV Å⁻¹.


No. 6
Molecular formula: C4H7NO2
Method: DFT, ωB97M-V/def2-TZVPD

```
! wB97M-V def2-TZVPD RIJCOSX def2/J DEFGRID3
* xyz 0 1
O -0.904 -0.361 1.889
O 1.279 -1.337 -0.606
N 0.808 1.060 1.316
C 0.535 1.582 0.195
C -0.996 -0.992 -1.293
C 0.316 -1.053 -1.518
C -0.198 0.588 2.150
H -0.234 1.095 3.128
H 0.757 -0.862 -2.494
H 0.859 -1.407 0.266
H -1.676 -0.754 -2.102
H -1.410 -1.181 -0.307
H -0.487 1.772 -0.147
H 1.351 1.850 -0.476
*
```

The structure (SMILES) is C=NC=O.C=CO. The value obtained for the total energy is -361.78683 hartree. For the HOMO energy, the calculation gives -9.00 eV. Its orbital gap is 9.49 eV. For the largest force on an atom, the calculation gives 0.52 eV Å⁻¹.